# 1
Entry from the Open Molecules 2025 dataset: a 15-piece molecular cluster, C5H36O15 overall in a non-equilibrium geometry (the ωB97M-V functional and the def2-TZVPD basis).

The frontier orbital gap is 8.913 eV. As for the max |F|: 7.1 eV/Å. The calculation puts the HOMO energy at -9.27 eV. As for the energy above the lowest of the compared OMol25 structures with the same formula, charge and spin: 6.1213 eV. Its total energy is -36476.7951 eV. Its lowest unoccupied orbital energy is -0.0130 Eh.

Positions of all 56 atoms, in Å:
C1 -1.547 -0.293 0.069
C2 2.229 2.829 -0.441
C3 1.762 1.630 -0.076
O1 2.716 0.681 -0.117
C4 0.525 1.026 0.278
C5 -0.182 0.016 -0.276
H1 -1.918 -1.123 -0.576
H2 -1.354 -0.759 1.021
H3 -2.224 0.596 0.141
H4 3.182 3.267 -0.604
H5 1.467 3.595 -0.814
H6 3.672 1.061 0.202
H7 -0.134 1.581 1.222
H8 0.232 -0.635 -1.046
H9 -3.066 1.563 -1.940
H10 -4.358 0.748 -1.736
O2 -3.478 0.847 -1.522
H11 -4.271 -1.653 1.594
H12 -3.029 -2.451 1.486
O3 -3.618 -2.133 2.144
H13 -0.672 -3.951 -1.075
H14 0.576 -4.646 -0.702
O4 0.310 -3.819 -0.926
H15 1.216 2.329 2.933
H16 0.802 3.483 2.099
O5 1.112 3.206 2.941
H17 -0.325 1.719 -2.357
H18 -0.717 3.059 -2.694
O6 -1.173 2.342 -2.478
H19 -1.676 2.064 2.600
H20 -1.393 2.915 3.900
O7 -1.952 2.183 3.531
H21 -2.252 -1.688 -3.659
H22 -2.601 -1.854 -2.161
O8 -2.170 -2.289 -2.883
H23 -0.593 -3.402 0.604
H24 -0.848 -4.013 1.885
O9 -1.328 -3.638 1.076
H25 2.123 -1.791 -2.649
H26 0.849 -2.590 -3.120
O10 1.578 -2.030 -3.428
H27 -0.430 2.786 -0.589
H28 -0.953 4.271 -0.511
O11 -0.629 3.525 -0.022
H29 2.635 -0.524 1.662
H30 3.811 -1.116 2.280
O12 3.203 -0.361 2.440
H31 1.358 1.132 -3.815
H32 2.217 1.526 -2.493
O13 1.445 1.715 -3.096
H33 1.992 -1.374 0.121
H34 2.867 -2.518 0.431
O14 1.971 -2.086 0.799
H35 1.057 -1.791 2.679
H36 1.131 -1.196 4.050
O15 0.857 -1.970 3.615

---

# 2
Entry from the Open Molecules 2025 dataset: a 16-piece molecular cluster, H31O16 overall in a non-equilibrium geometry (the ωB97M-V functional and the def2-TZVPD basis).

The frontier orbital gap is 8.783 eV. As for the charge: -1. As for the max |F|: 8.3 eV/Å. The calculation puts the HOMO energy at -6.81 eV. As for the energy above the lowest of the compared OMol25 structures with the same formula, charge and spin: 5.5237 eV. Its total energy is -33262.3058 eV. Its lowest unoccupied orbital energy is 0.0725 Eh.

Positions of all 47 atoms, in Å:
O1 2.972 3.707 -1.717
H1 3.828 1.926 0.779
H2 1.230 -0.291 -2.031
O2 -3.875 -1.852 3.714
H3 2.901 2.809 -2.043
H4 3.010 4.244 -2.487
O3 -2.170 -1.083 -0.579
H5 -3.137 -1.414 3.269
H6 -1.995 -1.183 0.274
O4 1.800 0.986 -1.528
H7 -0.462 2.255 -1.802
H8 2.495 0.904 -0.922
O5 -1.325 2.796 -1.976
H9 0.924 -1.225 -3.174
H10 2.335 1.468 -2.789
O6 -3.968 0.559 -4.229
H11 -3.513 -0.241 -3.906
H12 -3.220 1.191 -3.906
O7 0.577 -0.846 4.166
H13 1.536 -1.106 3.948
H14 0.047 -0.776 3.322
O8 -1.086 -1.461 1.965
H15 -1.609 -2.226 1.633
H16 -0.291 -1.564 1.381
O9 -1.191 2.244 2.350
H17 -1.364 2.538 1.397
O10 -1.165 -4.389 -3.041
H18 -0.879 -3.527 -2.785
H19 -0.484 -4.778 -3.614
O11 0.965 -1.247 -2.262
H20 -1.219 -0.821 -0.954
H21 -1.080 3.452 -1.303
O12 2.325 2.037 -3.815
H22 1.309 1.239 4.976
H23 1.468 2.349 -3.756
O13 -1.241 -5.751 -0.803
H24 -2.211 -5.403 -0.884
H25 -0.976 -5.856 -1.756
O14 3.905 2.630 1.528
H26 1.781 1.576 1.199
H27 4.081 3.335 0.925
O15 1.518 1.254 1.987
H28 0.520 1.107 2.182
H29 -1.682 1.374 2.252
O16 1.788 1.024 5.679
H30 -4.675 -2.010 3.187
H31 1.502 0.044 5.949

---

# 3
Entry from the Open Molecules 2025 dataset: C5H8O as an isolated structure in a non-equilibrium geometry (the ωB97M-V functional and the def2-TZVPD basis).

The frontier orbital gap is 7.677 eV. As for the max |F|: 5.5 eV/Å. The calculation puts the HOMO energy at -6.90 eV. As for the energy above the lowest of the compared OMol25 structures with the same formula, charge and spin: 4.2614 eV. Its total energy is -7357.9939 eV. Its lowest unoccupied orbital energy is 0.0287 Eh.

Positions of all 14 atoms, in Å:
C1 -0.917 1.249 -0.288
C2 1.256 0.066 0.958
C3 -0.988 -0.926 0.391
C4 0.140 -0.174 -0.034
C5 0.272 -1.084 -1.141
O1 -1.999 -1.307 0.831
H1 -0.153 1.946 -0.618
H2 -1.599 1.034 -1.105
H3 -1.418 1.603 0.615
H4 0.923 0.698 1.780
H5 1.615 -0.873 1.379
H6 2.078 0.537 0.418
H7 1.207 -1.621 -1.215
H8 -0.416 -1.148 -1.970

---

# 4
Entry from the Open Molecules 2025 dataset: a 3-piece molecular cluster, H6O3 overall (the ωB97M-V functional and the def2-TZVPD basis).

The SMILES is O.O.O. The frontier orbital gap is 10.765 eV. As for the max |F|: 0.7 eV/Å. The calculation puts the HOMO energy at -10.45 eV. As for the energy above the lowest of the compared OMol25 structures with the same formula, charge and spin: 0.3725 eV. Its total energy is -6239.8807 eV. Its lowest unoccupied orbital energy is 0.0117 Eh.

Positions of all 9 atoms, in Å:
O1 -4.185 29.934 -23.273
H1 -3.807 30.741 -23.640
H2 -5.057 30.194 -22.954
O2 -4.223 25.127 -25.121
H3 -5.007 24.592 -25.275
H4 -4.568 25.993 -24.822
O3 -5.339 27.499 -24.093
H5 -6.187 27.848 -23.808
H6 -4.669 28.105 -23.711

---

# 5
Entry from the Open Molecules 2025 dataset: C57H54AsN4O4PPtSb as an isolated structure in a non-equilibrium geometry (the ωB97M-V functional and the def2-TZVPD basis).

The frontier orbital gap is 6.438 eV. As for the charge: +1. As for the max |F|: 1.1 eV/Å. The calculation puts the HOMO energy at -9.99 eV. As for the energy above the lowest of the compared OMol25 structures with the same formula, charge and spin: 0.7203 eV. Its total energy is -154040.3713 eV. Its lowest unoccupied orbital energy is -0.1305 Eh.

Positions of all 123 atoms, in Å:
Pt1 1.445 0.002 1.698
O1 0.499 5.811 -1.618
C1 0.065 5.874 -0.453
O2 -0.482 6.752 0.211
C2 0.259 4.533 0.259
C3 1.158 4.351 1.293
C4 1.409 3.075 1.782
N1 0.772 1.987 1.355
C5 -0.192 2.181 0.410
C6 -0.450 3.401 -0.167
C7 -1.033 1.040 0.040
O3 -1.994 1.151 -0.805
O4 -0.932 -0.110 0.563
H1 1.697 5.196 1.701
H2 2.172 2.910 2.532
H3 -1.193 3.489 -0.948
N2 -5.505 -4.198 8.763
C8 -4.762 -3.569 8.153
C9 -3.835 -2.788 7.380
C10 -2.724 -2.213 7.991
C11 -1.827 -1.474 7.241
C12 -2.054 -1.299 5.884
C13 -3.167 -1.857 5.271
C14 -4.054 -2.610 6.017
N3 -1.128 -0.542 5.111
C15 -0.504 0.625 5.495
C16 0.343 0.952 4.485
N4 0.253 0.002 3.498
C17 -0.635 -0.878 3.897
H4 -2.558 -2.359 9.050
H5 -0.947 -1.050 7.703
H6 -3.349 -1.680 4.219
H7 -4.928 -3.049 5.554
H8 -0.737 1.118 6.422
H9 1.006 1.796 4.410
H10 -0.894 -1.790 3.384
C18 1.917 -1.886 1.844
C19 2.215 -3.060 1.905
C20 2.578 -4.447 1.983
C21 3.665 -4.846 2.763
C22 4.031 -6.180 2.825
C23 3.318 -7.136 2.115
C24 2.237 -6.750 1.338
C25 1.870 -5.415 1.269
H11 4.221 -4.103 3.308
H12 4.880 -6.474 3.429
H13 3.607 -8.178 2.164
H14 1.681 -7.490 0.777
H15 1.035 -5.108 0.649
C26 4.070 -1.067 -0.217
C27 5.270 -0.899 -1.142
As1 6.972 -0.385 -0.264
C28 8.124 -0.774 -1.789
C29 8.024 -1.916 -2.582
C30 8.871 -2.098 -3.665
C31 9.828 -1.138 -3.970
C32 9.936 0.001 -3.188
C33 9.087 0.180 -2.104
C34 7.164 -1.989 0.844
C35 8.021 -3.051 0.576
C36 8.163 -4.089 1.489
C37 7.461 -4.074 2.684
C38 6.618 -3.010 2.971
C39 6.476 -1.976 2.059
P1 3.164 0.391 0.371
C40 2.506 1.223 -1.110
C41 2.594 2.585 -1.373
C42 1.908 3.146 -2.448
C43 1.146 2.340 -3.276
C44 1.059 0.974 -3.030
C45 1.720 0.421 -1.946
C46 4.319 1.480 1.243
C47 5.143 2.384 0.577
C48 6.035 3.173 1.289
C49 6.134 3.044 2.665
C50 5.341 2.121 3.335
C51 4.430 1.351 2.631
H16 4.322 -1.648 0.670
H17 3.291 -1.651 -0.716
H18 5.081 -0.173 -1.939
H19 5.440 -1.854 -1.641
H20 7.290 -2.680 -2.356
H21 8.785 -2.990 -4.272
H22 10.489 -1.282 -4.814
H23 10.680 0.751 -3.421
H24 9.177 1.073 -1.495
H25 8.596 -3.072 -0.340
H26 8.836 -4.908 1.268
H27 7.586 -4.878 3.398
H28 6.087 -2.974 3.915
H29 5.846 -1.130 2.311
H30 3.148 3.240 -0.717
H31 1.932 4.215 -2.605
H32 0.602 2.784 -4.100
H33 0.462 0.341 -3.675
H34 1.613 -0.639 -1.739
H35 5.118 2.458 -0.501
H36 6.665 3.876 0.761
H37 6.838 3.654 3.216
H38 5.430 2.004 4.407
H39 3.798 0.640 3.151
C52 -3.712 -1.476 -3.205
C53 -4.144 -0.655 -1.995
Sb1 -2.813 -0.763 -0.349
C54 -3.864 -0.140 1.371
C55 -5.381 -0.267 1.270
C56 -2.133 -2.753 -0.048
C57 -3.216 -3.537 0.694
H40 -4.417 -1.323 -4.021
H41 -3.695 -2.544 -2.984
H42 -2.726 -1.185 -3.566
H43 -5.086 -1.018 -1.576
H44 -4.259 0.405 -2.218
H45 -3.551 0.894 1.525
H46 -3.456 -0.726 2.195
H47 -5.780 0.309 0.436
H48 -5.844 0.118 2.178
H49 -5.698 -1.304 1.153
H50 -1.195 -2.674 0.501
H51 -1.924 -3.193 -1.023
H52 -3.422 -3.122 1.682
H53 -2.885 -4.565 0.837
H54 -4.154 -3.578 0.135

---

# 6
Entry from the Open Molecules 2025 dataset: the molecule C5H4O (the ωB97M-V functional and the def2-TZVPD basis).

The SMILES is C#CC#CCO. The frontier orbital gap is 10.034 eV. As for the max |F|: 0.6 eV/Å. The calculation puts the HOMO energy at -9.44 eV. As for the energy above the lowest of the compared OMol25 structures with the same formula, charge and spin: 3.0641 eV. Its total energy is -7292.6443 eV. Its lowest unoccupied orbital energy is 0.0219 Eh.

Positions of all 10 atoms, in Å:
O1 -2.591 -0.120 -0.144
C1 -1.387 -0.839 -0.183
C2 -0.241 -0.143 -0.780
C3 0.864 0.350 -0.773
C4 2.014 0.746 -0.122
C5 2.853 0.964 0.715
H1 -2.396 0.752 0.224
H2 -1.584 -1.797 -0.666
H3 -1.005 -1.052 0.829
H4 3.549 1.130 1.505

---

# 7
Entry from the Open Molecules 2025 dataset: C23H43N2OP3SZr as an isolated structure in a non-equilibrium geometry (the ωB97M-V functional and the def2-TZVPD basis).

The frontier orbital gap (spin up / spin down) is 3.779 / 4.012 eV. As for the charge: +4. As for the max |F|: 3.7 eV/Å. The calculation puts the HOMO energy (spin up / spin down) at -19.09 / -19.22 eV. As for the energy above the lowest of the compared OMol25 structures with the same formula, charge and spin: 1.9425 eV. Its total energy is -69514.4210 eV. Its lowest unoccupied orbital energy (spin up / spin down) is -0.5628 / -0.5589 Eh.

Positions of all 74 atoms, in Å:
Zr1 -0.033 -0.528 -0.126
P1 0.049 -2.428 1.711
P2 2.022 0.542 1.281
P3 2.218 -1.449 -1.331
H1 -3.323 -0.143 -5.183
C1 -2.559 -0.936 -5.159
C2 -2.664 -2.026 -4.386
H2 -3.376 -1.941 -3.538
C3 -1.308 -2.642 2.943
C4 1.411 -2.652 2.944
C5 0.032 -4.153 1.074
C6 2.525 2.139 0.531
C7 1.662 1.177 2.972
C8 3.683 -0.120 1.726
C9 2.134 -2.414 -2.900
C10 3.114 -2.748 -0.356
C11 3.532 -0.245 -1.755
H3 -1.876 -0.846 -6.031
H4 -2.264 -3.011 -4.635
H5 -2.288 -2.524 2.469
H6 -1.235 -1.926 3.767
H7 -1.256 -3.658 3.367
H8 1.503 -1.786 3.610
H9 2.384 -2.836 2.478
H10 1.168 -3.522 3.570
H11 -0.680 -4.258 0.247
H12 -0.274 -4.824 1.892
H13 1.018 -4.482 0.718
H14 3.361 2.530 1.124
H15 1.678 2.836 0.565
H16 2.837 2.004 -0.508
H17 2.584 1.656 3.332
H18 1.389 0.353 3.644
H19 0.852 1.913 2.954
H20 4.163 0.683 2.305
H21 4.324 -0.353 0.872
H22 3.590 -1.008 2.364
H23 3.170 -2.502 -3.248
H24 1.530 -1.866 -3.632
H25 1.667 -3.389 -2.698
H26 3.865 -3.193 -1.031
H27 2.420 -3.533 -0.022
H28 3.631 -2.337 0.523
H29 4.147 -0.711 -2.537
H30 4.181 0.013 -0.906
H31 3.079 0.670 -2.157
C12 -1.689 0.154 -2.658
C13 -1.172 0.609 -3.900
C14 -1.324 1.940 -4.249
C15 -2.069 2.768 -3.422
C16 -2.896 2.213 -2.416
C17 -2.748 0.884 -2.049
S1 -1.356 -1.489 -2.091
H32 0.618 -0.945 -1.935
H33 -0.564 -0.069 -4.503
H34 -0.936 2.304 -5.192
H35 -2.058 3.817 -3.664
H36 -3.694 2.813 -1.970
H37 -3.431 0.378 -1.347
N1 -3.177 4.577 4.293
C18 -3.235 4.419 2.944
O1 -3.950 5.087 2.205
C19 -2.431 3.270 2.417
C20 -2.124 3.278 1.058
C21 -1.501 2.196 0.444
N2 -1.278 1.033 1.116
C22 -1.545 0.990 2.463
C23 -2.087 2.104 3.118
H38 -3.624 5.401 4.634
H39 -2.384 4.259 4.823
H40 -2.401 4.103 0.417
H41 -1.157 2.218 -0.608
H42 -1.269 0.089 3.046
H43 -2.307 2.075 4.183

---

# 8
Entry from the Open Molecules 2025 dataset: a 3-piece molecular cluster, C5H9NO overall in a non-equilibrium geometry (the ωB97M-V functional and the def2-TZVPD basis).

The frontier orbital gap is 8.992 eV. As for the max |F|: 2.3 eV/Å. The calculation puts the HOMO energy at -8.69 eV. As for the energy above the lowest of the compared OMol25 structures with the same formula, charge and spin: 4.9241 eV. Its total energy is -8864.2885 eV. Its lowest unoccupied orbital energy is 0.0111 Eh.

Positions of all 16 atoms, in Å:
C1 -1.493 -0.272 -0.432
C2 -0.107 0.225 -0.026
C3 -0.210 1.496 0.851
C4 0.725 -0.792 0.747
O1 1.929 -0.790 0.129
C5 1.813 0.004 -1.035
N1 0.710 0.584 -1.217
H1 -2.054 0.535 -0.915
H2 -2.043 -0.606 0.456
H3 -1.408 -1.111 -1.131
H4 -0.821 1.296 1.736
H5 0.782 1.828 1.179
H6 -0.668 2.298 0.262
H7 0.158 -2.255 0.965
H8 -0.116 -2.748 0.267
H9 2.710 0.045 -1.644

---

# 9
Entry from the Open Molecules 2025 dataset: C29H36AsCoF6N4P2 as an isolated structure in a non-equilibrium geometry (the ωB97M-V functional and the def2-TZVPD basis).

The frontier orbital gap (spin up / spin down) is 4.009 / 4.041 eV. As for the charge: +3. As for the max |F|: 4.3 eV/Å. As for the spin multiplicity: 2. The calculation puts the HOMO energy (spin up / spin down) at -16.72 / -16.72 eV. As for the energy above the lowest of the compared OMol25 structures with the same formula, charge and spin: 4.6601 eV. Its total energy is -169941.6963 eV. Its lowest unoccupied orbital energy (spin up / spin down) is -0.4671 / -0.4660 Eh.

Positions of all 79 atoms, in Å:
Co1 1.725 0.730 0.805
N1 2.881 2.489 0.700
C1 4.110 2.353 1.503
C2 3.715 1.931 2.918
N2 2.661 0.905 2.891
C3 3.034 -0.418 3.389
C4 3.414 -1.321 2.222
N3 2.285 -1.309 1.268
H1 3.116 2.937 -0.187
H2 2.267 3.143 1.198
H3 4.658 3.300 1.556
H4 4.767 1.616 1.032
H5 3.331 2.804 3.451
H6 4.597 1.568 3.448
H7 1.869 1.242 3.435
H8 2.182 -0.858 3.913
H9 3.869 -0.362 4.093
H10 3.630 -2.332 2.588
H11 4.300 -0.941 1.711
H12 1.463 -1.686 1.752
H13 2.492 -1.948 0.498
C5 -1.820 1.791 -1.722
N4 -1.319 0.560 -1.079
P1 -2.118 0.404 0.434
C6 -3.903 0.129 0.133
C7 -4.751 0.461 1.194
C8 -6.117 0.291 1.066
C9 -6.629 -0.270 -0.097
C10 -5.786 -0.575 -1.163
C11 -4.420 -0.392 -1.055
C12 -1.621 -1.168 1.206
C13 -1.323 -1.217 2.563
C14 -1.079 -2.438 3.170
C15 -1.182 -3.610 2.434
C16 -1.498 -3.559 1.083
C17 -1.729 -2.344 0.465
P2 0.412 0.287 -1.223
C18 0.637 -1.393 -1.909
C19 -0.342 -2.158 -2.533
C20 -0.002 -3.362 -3.123
C21 1.318 -3.802 -3.113
C22 2.308 -3.026 -2.519
C23 1.969 -1.827 -1.926
C24 0.842 1.056 -2.841
C25 2.007 1.810 -2.928
C26 2.369 2.390 -4.134
C27 1.587 2.191 -5.266
C28 0.448 1.403 -5.193
C29 0.092 0.808 -3.998
H14 -2.909 1.815 -1.653
H15 -1.546 1.806 -2.773
H16 -1.424 2.693 -1.244
H17 -4.349 0.873 2.109
H18 -6.774 0.593 1.870
H19 -7.684 -0.506 -0.162
H20 -6.198 -0.952 -2.088
H21 -3.777 -0.639 -1.883
H22 -1.302 -0.313 3.156
H23 -0.855 -2.471 4.225
H24 -1.058 -4.562 2.928
H25 -1.603 -4.465 0.507
H26 -2.010 -2.311 -0.574
H27 -1.362 -1.809 -2.579
H28 -0.759 -3.958 -3.606
H29 1.581 -4.724 -3.610
H30 3.337 -3.351 -2.537
H31 2.738 -1.181 -1.512
H32 2.617 1.956 -2.049
H33 3.259 2.998 -4.191
H34 1.882 2.627 -6.210
H35 -0.146 1.222 -6.075
H36 -0.763 0.148 -3.971
F1 0.027 1.292 1.727
As1 -0.910 2.775 2.967
F2 -1.243 3.388 1.371
F3 0.720 3.428 2.827
F4 -1.589 3.916 3.930
F5 -0.292 1.667 4.164
F6 -2.324 1.762 2.823